Density functional theory data (wB97M-V/def2-TZVPD) for C67H56BrN4O4P2STl as an isolated structure in a non-equilibrium geometry.

Values from the calculation:
Kohn-Sham gap, hartree: 0.282
Net charge: +2
LUMO energy, eV: -4.4
ΔE to the lowest compared entry with this formula, charge and spin, kcal/mol: 0.0
Electronic energy, eV: -188674.8800
2S+1: 1
E_HOMO, eV: -12.10

Atoms and positions in Å:
Tl -0.81050 -0.75355 -0.65028
O 1.45768 1.30177 1.34237
C 1.70508 2.04083 2.50501
C 2.54032 1.41007 3.43295
C 3.10417 2.06536 4.50652
C 2.86005 3.41121 4.69231
C 1.93976 4.02721 3.87537
C 1.30079 3.38037 2.79482
P -0.19595 4.35638 2.51849
C 0.30780 6.06815 2.72465
C -0.24496 6.91976 3.67123
C 0.10482 8.26046 3.65735
C 0.98588 8.74124 2.69875
C 1.54877 7.88142 1.76297
C 1.20997 6.53891 1.76950
C -1.38212 3.66912 3.69038
C -0.86122 2.98332 4.79682
C -1.70701 2.50047 5.77743
C -3.07759 2.68613 5.67298
C -3.60051 3.34869 4.57419
C -2.76555 3.83522 3.58421
C 2.72605 0.70539 1.03296
C 3.79715 1.58386 1.22605
C 5.10721 1.16037 1.19672
C 5.38707 -0.17457 0.98456
C 4.35261 -1.02750 0.67300
C 3.00531 -0.62967 0.63565
P 1.91945 -1.85851 -0.23322
C 2.48431 -3.38487 0.62177
C 2.99173 -4.49908 -0.04241
C 3.31605 -5.64919 0.66751
C 3.13743 -5.69775 2.04117
C 2.63525 -4.58923 2.71027
C 2.29594 -3.44737 2.00385
C 2.80720 -1.92697 -1.85608
C 2.29758 -2.83929 -2.78788
C 2.86893 -2.98242 -4.04295
C 3.95400 -2.19913 -4.40669
C 4.45156 -1.26892 -3.50806
C 3.88237 -1.13040 -2.24736
H 2.77713 0.36681 3.27272
H 3.75197 1.52429 5.18407
H 3.32714 3.96154 5.49714
H 1.67740 5.05457 4.08710
H -0.97131 6.54761 4.38420
H -0.33463 8.93702 4.37792
H 1.22405 9.79644 2.66118
H 2.23496 8.25892 1.01671
H 1.62063 5.86463 1.02596
H 0.20217 2.82779 4.90513
H -1.28902 1.98803 6.63431
H -3.73628 2.31369 6.44718
H -4.66853 3.50115 4.48339
H -3.20674 4.35568 2.75465
H 3.59095 2.62661 1.43071
H 5.90387 1.87478 1.35920
H 6.40690 -0.53631 1.01093
H 4.57763 -2.05476 0.41288
H 3.15378 -4.46858 -1.11069
H 3.71108 -6.50855 0.14042
H 3.40043 -6.59262 2.59025
H 2.51357 -4.62012 3.78602
H 1.90030 -2.58512 2.52755
H 1.43582 -3.43908 -2.53088
H 2.46438 -3.70808 -4.73813
H 4.40106 -2.30678 -5.38696
H 5.29255 -0.64257 -3.77881
H 4.29661 -0.38921 -1.58326
C -0.77547 -2.46477 4.01706
C -1.84616 -3.33920 4.10138
C -2.65709 -3.51686 2.99250
C -2.36939 -2.81866 1.82463
N -1.34694 -1.95882 1.75060
C -0.57741 -1.79093 2.82315
C -3.18788 -2.98870 0.59279
C -3.66776 -4.23777 0.21417
C -4.35691 -4.35669 -0.98272
C -4.58785 -3.22223 -1.74281
C -4.10144 -2.01195 -1.27191
N -3.39359 -1.89365 -0.15036
H -0.11063 -2.30091 4.85511
H -2.05349 -3.87236 5.02080
H -3.51410 -4.17706 3.03778
H 0.23628 -1.08049 2.70772
H -3.48430 -5.10795 0.83210
H -4.71634 -5.32022 -1.31953
H -5.13039 -3.27354 -2.67790
H -4.27278 -1.08894 -1.82006
Br -5.42974 7.65007 -2.10252
C -3.80001 6.70475 -1.94041
C -3.03223 6.44876 -3.06691
C -1.85723 5.72399 -2.94381
C -1.43319 5.26765 -1.70360
C -2.19708 5.55529 -0.58103
C -3.38845 6.27553 -0.69669
C -1.76966 5.23846 0.77967
O -2.25446 5.73120 1.76258
O -0.73015 4.30736 0.96585
H -3.35083 6.81769 -4.03247
H -1.26576 5.52106 -3.82560
H -0.52611 4.69387 -1.59899
H -3.97706 6.49593 0.18344
C 2.31525 2.42430 -3.33320
C 2.18648 1.34862 -4.42261
C 1.23235 0.30611 -3.81332
O 1.01125 0.68072 -2.44121
C 2.00862 1.63602 -2.06972
H 1.59189 3.21667 -3.47757
H 3.31016 2.86594 -3.29988
H 3.15619 0.89565 -4.62146
H 1.80122 1.75231 -5.35789
H 1.66671 -0.69239 -3.85214
H 0.25750 0.28270 -4.30559
H 2.90988 1.12000 -1.72747
H 1.60876 2.23424 -1.24770
S -1.39191 -6.87935 -4.54983
C -1.17358 -5.41140 -3.55939
C -0.61367 -5.49684 -2.28961
C -0.53926 -4.34805 -1.51934
N -0.94161 -3.15171 -1.95125
C -1.43568 -3.07062 -3.18722
C -1.58309 -4.16337 -4.01989
C -3.18966 -6.80804 -4.56530
C -3.88211 -7.38915 -3.51229
C -5.26163 -7.23285 -3.47807
N -5.93820 -6.54206 -4.39207
C -5.26468 -6.03050 -5.41731
C -3.88552 -6.14158 -5.56001
H -0.24874 -6.44270 -1.91111
H -0.13787 -4.38114 -0.50972
H -1.71159 -2.07535 -3.52731
H -1.99096 -4.04388 -5.01363
H -3.35653 -7.94354 -2.74635
H -5.84945 -7.67241 -2.67831
H -5.85354 -5.49676 -6.15582
H -3.37616 -5.72458 -6.41819


Density functional theory data (wB97M-V/def2-TZVPD) for a 9-piece molecular cluster, C67H96F9N10O11S3 overall in a non-equilibrium geometry.

Values from the calculation:
Kohn-Sham gap (spin up / spin down), hartree: 0.235 / 0.125
Net charge: +8
LUMO energy (spin up / spin down), eV: -14.9 / -17.9
Electronic energy, eV: -165324.5148
2S+1: 2
E_HOMO (spin up / spin down), eV: -21.32 / -21.32

Atoms and positions in Å:
C -1.70039 5.11924 -1.01934
C -1.40285 5.10076 0.50846
N -1.30453 3.62445 1.14142
C -0.23915 2.84277 0.36977
C -0.99496 3.56341 2.70982
C -0.41869 2.30083 3.38760
C -2.65356 2.86372 1.02596
C -3.89702 3.51490 1.59355
O -4.27646 4.77338 1.07601
C -5.52938 5.21523 1.50138
H -2.51413 4.44681 -1.29095
H -0.92450 4.94433 -1.76466
H -2.08252 6.12506 -1.19368
H -2.02511 5.73711 1.13770
H -0.39216 5.49919 0.41988
H -0.40583 2.95401 -0.70166
H -0.24571 1.84292 0.80376
H 0.72904 3.27593 0.62090
H -1.84883 3.90584 3.29440
H -0.31210 4.41100 2.76812
H 0.58489 2.03176 3.05817
H -1.07820 1.44408 3.24931
H -0.53626 2.50788 4.45127
H -2.50262 1.86691 1.44033
H -2.80787 2.70005 -0.04057
H -3.85737 3.58791 2.68037
H -4.73720 2.88140 1.30916
H -6.25060 4.71867 0.85225
H -5.60888 6.30022 1.43374
H -5.82808 5.25762 2.54880
C -2.12445 -5.75265 1.85990
C -0.90318 -4.91965 1.37620
N -0.06485 -5.57666 0.14454
C 1.23621 -4.74061 0.06338
C 0.23919 -7.03726 0.25726
C 1.06305 -7.45940 1.45088
C -0.89084 -5.27484 -1.16132
C -0.06331 -5.25270 -2.55948
O 0.77313 -6.35317 -2.74966
C 1.72067 -6.14189 -3.81803
H -2.79089 -5.87595 1.00624
H -2.71858 -5.21929 2.60196
H -1.81223 -6.68452 2.33132
H -0.18862 -4.91163 2.19928
H -1.27417 -4.01474 0.89496
H 1.85406 -4.98151 -0.80168
H 1.78975 -4.84864 0.99613
H 0.71781 -3.80616 -0.15154
H 0.77455 -7.24655 -0.66886
H -0.72930 -7.53384 0.19779
H 1.07973 -8.54594 1.53601
H 0.57215 -7.08927 2.35094
H 2.09821 -7.12373 1.38862
H -1.26050 -4.25430 -1.06160
H -1.74954 -5.94121 -1.07942
H 0.53619 -4.34573 -2.48147
H -0.69974 -5.11468 -3.43356
H 2.12804 -7.08508 -4.18210
H 2.48175 -5.48229 -3.40115
H 1.31589 -5.64432 -4.69931
C 11.89457 4.73623 7.10128
N 10.82344 4.13675 6.29040
C 9.73541 3.59037 6.91698
C 8.80358 2.84641 6.19905
C 9.00907 2.67538 4.79202
C 10.16555 3.22658 4.16973
C 11.03674 3.94240 4.99355
C 8.05357 2.05646 3.89093
C 7.60535 2.63981 2.71876
C 6.72486 1.94850 1.79315
N 6.13758 0.83776 2.28821
C 6.53000 0.25914 3.43970
C 7.57270 0.76439 4.14593
C 5.13919 0.11298 1.45530
H 11.32147 5.58012 7.48534
H 12.71480 4.94616 6.41481
H 12.27991 4.03062 7.83728
H 9.58020 3.83238 7.95801
H 7.82864 2.50300 6.51205
H 10.44077 3.18045 3.12640
H 11.88227 4.46490 4.57106
H 8.06446 3.58838 2.48245
H 6.31586 2.46815 0.93929
H 6.24207 -0.77307 3.57402
H 7.96776 0.36462 5.06817
H 4.29111 0.79691 1.48848
H 4.73015 -0.76569 1.95401
H 5.51521 -0.15969 0.46921
C -2.49195 0.03700 -3.41904
N -3.47570 1.17113 -3.24631
C -4.29859 1.33002 -2.13620
C -5.01653 2.54677 -1.89639
C -4.96405 3.60052 -2.72357
C -4.18345 3.44159 -3.95382
C -3.39367 2.23400 -4.13750
C -5.64314 4.88750 -2.41692
C -5.06736 6.05042 -2.88671
C -5.61519 7.28592 -2.49968
N -6.76740 7.33196 -1.84848
C -7.46922 6.18193 -1.42579
C -6.94557 4.95639 -1.79536
C -7.23401 8.64593 -1.52311
H -2.56677 -0.74559 -2.66402
H -1.51458 0.48645 -3.24342
H -2.46692 -0.36595 -4.43152
H -4.43949 0.46954 -1.49893
H -5.73923 2.61517 -1.09677
H -4.16717 4.20757 -4.71502
H -2.65230 2.00953 -4.89009
H -4.13584 6.00209 -3.43107
H -5.05469 8.19490 -2.66101
H -8.33781 6.35181 -0.80685
H -7.47407 4.09431 -1.41603
H -6.47815 9.06437 -0.85852
H -8.16964 8.40514 -1.01841
H -7.42360 9.26393 -2.40074
C 2.00435 -0.12646 -5.13994
N 1.03999 -0.83045 -6.07148
C 0.38433 -0.15865 -7.14909
C -0.45832 -0.86889 -8.06410
C -0.63902 -2.22981 -7.88215
C 0.08325 -2.85296 -6.85430
C 0.87859 -2.16083 -5.97522
C -1.32622 -3.06058 -8.86864
C -2.21575 -4.01437 -8.51586
C -2.93304 -4.76617 -9.44886
N -2.84376 -4.39811 -10.76955
C -1.96268 -3.46204 -11.14816
C -1.17691 -2.80246 -10.22036
C -3.53775 -5.28407 -11.73280
H 2.31546 -0.81481 -4.35414
H 1.53312 0.66625 -4.55887
H 2.85864 -0.08013 -5.81532
H 0.60614 0.88725 -7.30170
H -0.82032 -0.27647 -8.89138
H 0.16433 -3.92950 -6.82456
H 1.51306 -2.71817 -5.30201
H -2.51745 -4.16763 -7.49025
H -3.56059 -5.60124 -9.17456
H -1.88968 -3.32540 -12.21699
H -0.38271 -2.10947 -10.45575
H -2.74527 -5.96992 -12.03229
H -3.94924 -4.58902 -12.46470
H -4.34687 -5.84764 -11.26823
C -3.26063 1.04830 11.13228
N -2.60573 0.56828 9.94668
C -2.83479 1.17339 8.73726
C -2.11695 0.83759 7.57915
C -1.20357 -0.27558 7.59056
C -1.05754 -0.88470 8.89415
C -1.69659 -0.44614 10.06825
C -0.37522 -0.66725 6.35108
C 0.96416 -0.87183 6.45824
C 1.73917 -1.26889 5.39709
N 1.11819 -1.49275 4.25571
C -0.22157 -1.21369 4.07626
C -1.04299 -0.78265 5.12864
C 1.98063 -1.65947 2.99716
H -3.92440 1.90722 11.03345
H -2.43705 1.15812 11.83780
H -3.86976 0.20229 11.45060
H -3.55136 1.97952 8.79282
H -2.32086 1.27238 6.61180
H -0.26812 -1.61963 8.94971
H -1.54422 -0.75965 11.09045
H 1.52127 -0.57614 7.33494
H 2.75776 -1.59592 5.54519
H -0.58613 -1.29044 3.06254
H -2.05610 -0.48996 4.89550
H 2.97961 -2.03689 3.21552
H 1.87232 -0.69496 2.50107
H 1.44509 -2.38273 2.38219
C 1.61542 -0.33424 -1.02465
F 2.39835 -1.40518 -1.04223
F 2.02804 0.47197 -0.06315
F 1.72799 0.32293 -2.25947
S -0.18283 -0.98447 -0.72596
O -0.11001 -1.76422 0.51591
O -1.04775 0.16498 -0.65672
O -0.49183 -1.85086 -1.87567
C 4.71250 -2.60657 -3.98017
F 5.64051 -3.05715 -3.15322
F 3.44577 -2.57020 -3.46677
F 5.08532 -1.45277 -4.55152
S 4.78361 -3.90295 -5.41258
O 5.16058 -5.17947 -4.79994
O 3.41676 -3.98712 -5.92573
O 5.77626 -3.48447 -6.34719
C -4.05075 -2.27096 0.59403
F -4.05173 -3.28131 1.40055
F -2.92726 -2.28360 -0.17418
F -5.06277 -2.34509 -0.28709
S -4.13255 -0.56990 1.60990
O -2.75582 -0.33752 2.11494
O -4.59789 0.50743 0.69046
O -5.12959 -0.72929 2.68384